{"formula": "C60H159N13O17", "method": "wB97M-V/def2-TZVPD", "e_above_lowest_kcal_mol": 124.84, "e_tot_ha": -4371.81661, "total_charge": 0, "homo_lumo_gap_ev": 9.08, "spin_multiplicity": 1, "symbols": ["C", "C", "C", "O", "C", "N", "H", "H", "H", "H", "H", "H", "H", "H", "H", "H", "H", "C", "C", "C", "O", "C", "N", "H", "H", "H", "H", "H", "H", "H", "H", "H", "H", "H", "C", "C", "C", "O", "C", "N", "H", "H", "H", "H", "H", "H", "H", "H", "H", "H", "H", "C", "C", "C", "O", "C", "N", "H", "H", "H", "H", "H", "H", "H", "H", "H", "H", "H", "C", "C", "C", "O", "C", "N", "H", "H", "H", "H", "H", "H", "H", "H", "H", "H", "H", "C", "C", "C", "O", "C", "N", "H", "H", "H", "H", "H", "H", "H", "H", "H", "H", "H", "C", "C", "C", "O", "C", "N", "H", "H", "H", "H", "H", "H", "H", "H", "H", "H", "H", "C", "C", "C", "O", "C", "N", "H", "H", "H", "H", "H", "H", "H", "H", "H", "H", "H", "C", "C", "C", "O", "C", "N", "H", "H", "H", "H", "H", "H", "H", "H", "H", "H", "H", "C", "O", "C", "C", "N", "C", "C", "O", "C", "H", "H", "H", "H", "H", "H", "H", "H", "H", "H", "H", "H", "H", "H", "H", "C", "O", "C", "C", "N", "C", "C", "O", "C", "H", "H", "H", "H", "H", "H", "H", "H", "H", "H", "H", "H", "H", "H", "H", "C", "O", "C", "C", "N", "C", "C", "O", "C", "H", "H", "H", "H", "H", "H", "H", "H", "H", "H", "H", "H", "H", "H", "H", "C", "O", "C", "C", "N", "C", "C", "O", "C", "H", "H", "H", "H", "H", "H", "H", "H", "H", "H", "H", "H", "H", "H", "H"], "xyz": [[-2.71986, -3.26284, -1.09260], [-4.09416, -3.65594, -0.61544], [-3.90972, -4.57241, 0.54002], [-5.27757, -5.07596, 0.84305], [-5.32389, -5.53138, 2.22409], [-4.81624, -2.50500, -0.17681], [-2.68503, -2.93280, -2.17139], [-1.95425, -4.08444, -1.17883], [-2.36243, -2.48267, -0.43199], [-4.68493, -4.15491, -1.40187], [-3.47083, -4.06265, 1.36507], [-3.22145, -5.35220, 0.29651], [-5.31839, -4.65415, 2.91143], [-4.45639, -6.21048, 2.53299], [-6.25903, -6.05256, 2.40077], [-5.78191, -2.63891, 0.02436], [-4.79611, -1.78286, -0.91215], [2.90901, -0.60334, 3.18951], [2.98179, -2.13489, 3.07397], [1.85806, -2.67285, 2.27812], [0.63483, -2.48035, 2.97993], [-0.50604, -2.86475, 2.26776], [4.20021, -2.57166, 2.40198], [1.97291, -0.16853, 3.66258], [3.01014, -0.21951, 2.14027], [3.76751, -0.14715, 3.70138], [2.89373, -2.49807, 4.15822], [1.98406, -3.74157, 2.02751], [1.87953, -2.19238, 1.30190], [-1.37439, -2.70188, 2.87629], [-0.40230, -3.90730, 1.93251], [-0.54376, -2.30783, 1.32891], [4.20734, -3.56380, 2.36191], [5.06179, -2.26007, 2.76853], [-1.82205, -7.36209, -3.84587], [-2.28589, -6.74247, -2.52634], [-3.76126, -6.87818, -2.38551], [-4.32247, -6.16800, -3.52824], [-5.66167, -6.45928, -3.78786], [-1.72046, -7.36228, -1.35486], [-2.61794, -7.33893, -4.59680], [-1.65966, -8.51740, -3.76540], [-0.81085, -6.95590, -4.19041], [-1.99853, -5.71929, -2.41954], [-3.99830, -6.46510, -1.40984], [-4.05898, -7.92251, -2.49340], [-5.84060, -7.53381, -3.49500], [-5.80444, -6.35400, -4.86111], [-6.36587, -5.87048, -3.19616], [-1.25984, -8.27676, -1.53955], [-1.02622, -6.71139, -1.01152], [1.69470, 8.74514, 2.27441], [0.97820, 10.04425, 2.10712], [1.94466, 11.26505, 2.40092], [1.28862, 12.54823, 2.26441], [0.25682, 12.68742, 3.20549], [0.62717, 10.19915, 0.73956], [1.95233, 8.60199, 3.30460], [2.63496, 8.73796, 1.75512], [1.06109, 7.89007, 1.96229], [0.05694, 10.06266, 2.77903], [2.57110, 11.26868, 1.47270], [2.47215, 11.15814, 3.38037], [-0.59634, 12.05948, 2.98548], [-0.00936, 13.73927, 3.18134], [0.63932, 12.46735, 4.21334], [-0.09974, 9.55535, 0.55124], [0.21430, 11.09620, 0.56925], [4.53765, -4.08865, -2.44765], [4.32442, -3.40045, -3.82181], [4.23729, -4.51994, -4.85862], [3.09014, -5.19242, -4.58498], [3.04334, -6.41902, -5.29665], [3.09838, -2.59335, -3.81454], [4.41550, -3.42100, -1.58945], [5.49519, -4.60002, -2.44732], [3.70176, -4.84489, -2.35830], [5.09317, -2.60677, -3.95364], [5.11593, -5.14758, -4.77014], [4.17631, -4.06028, -5.88793], [3.90861, -6.97505, -5.08603], [2.85144, -6.42791, -6.36176], [2.27087, -7.02525, -4.86883], [3.18601, -2.09386, -4.67491], [2.28561, -3.15720, -3.85627], [-4.87135, -1.95770, -4.07342], [-6.36696, -1.48286, -4.05462], [-6.52122, -0.11027, -3.37584], [-6.15202, -0.16571, -2.00446], [-6.92925, 0.64432, -1.17890], [-6.94941, -1.25048, -5.36066], [-4.87737, -3.00536, -4.37011], [-4.37354, -1.83482, -3.08322], [-4.25804, -1.41292, -4.87765], [-6.89538, -2.21670, -3.40847], [-7.50585, 0.30920, -3.60368], [-5.86864, 0.56383, -3.96195], [-7.94784, 0.27028, -1.13620], [-6.92521, 1.69545, -1.67674], [-6.45951, 0.70269, -0.17052], [-6.79959, -1.99850, -6.01229], [-7.95332, -1.12550, -5.23168], [3.95195, -0.48971, 6.67956], [4.47865, 0.89959, 6.90831], [4.40436, 1.73594, 5.60983], [5.40906, 1.30088, 4.67098], [5.22740, 1.98870, 3.45108], [3.72464, 1.50644, 7.99301], [2.93230, -0.40919, 6.25955], [3.97488, -0.98406, 7.61519], [4.57942, -1.07148, 5.91119], [5.56083, 0.82486, 7.19558], [4.58250, 2.80768, 5.77487], [3.40228, 1.66108, 5.16754], [4.31205, 1.70820, 2.95665], [6.08706, 1.75592, 2.78013], [5.17032, 3.10318, 3.57678], [3.96777, 2.48583, 8.18578], [2.70783, 1.49572, 7.73837], [6.47285, 3.54654, -2.30974], [5.26655, 2.59558, -2.52788], [5.34057, 1.36092, -1.60618], [4.45825, 0.34877, -2.04436], [4.25395, -0.69725, -1.10140], [3.92363, 3.16032, -2.46549], [6.48659, 3.97267, -1.34819], [6.48583, 4.43528, -2.91706], [7.44943, 3.03804, -2.54974], [5.32844, 2.14422, -3.58913], [5.15061, 1.57098, -0.57887], [6.37438, 1.01628, -1.60520], [5.27475, -1.07063, -0.69266], [3.63959, -1.46500, -1.58035], [3.76360, -0.31078, -0.20957], [3.23550, 2.59895, -2.05504], [3.55767, 3.66020, -3.27868], [1.40808, 3.78915, 5.41106], [-0.02725, 3.28328, 5.05041], [-0.00120, 1.77073, 4.92146], [0.37596, 1.18184, 6.12811], [0.25865, -0.27243, 6.09896], [-0.99665, 3.85935, 6.00201], [2.18036, 3.42602, 4.75307], [1.76786, 3.63447, 6.40904], [1.35739, 4.89485, 5.35143], [-0.19780, 3.66191, 4.06848], [0.74361, 1.44495, 4.16465], [-0.98073, 1.44096, 4.65931], [0.68646, -0.64788, 7.02819], [0.76553, -0.74302, 5.29239], [-0.72740, -0.61222, 6.01191], [-1.92108, 3.72445, 5.63719], [-1.05515, 3.29573, 6.88087], [5.85511, -11.44455, -2.43533], [4.89489, -10.51440, -2.03925], [3.91967, -10.16944, -3.00854], [2.68166, -9.68100, -2.35027], [2.90939, -8.47512, -1.54049], [1.67780, -7.71159, -1.17951], [1.89796, -6.19705, -1.31939], [0.75384, -5.48867, -0.90413], [1.04111, -4.07020, -1.21341], [6.23324, -11.92351, -1.53832], [6.74389, -11.01135, -3.01805], [5.36743, -12.18682, -3.01762], [3.57304, -11.04742, -3.62913], [4.32890, -9.32067, -3.59863], [2.06751, -10.47214, -1.85300], [1.97802, -9.37063, -3.10073], [3.44768, -8.71878, -0.74466], [1.33028, -7.88477, -0.14449], [0.85966, -7.95029, -1.85017], [2.05747, -5.84496, -2.37330], [2.72906, -5.92372, -0.64008], [1.12302, -3.82162, -2.28867], [2.07960, -3.77843, -0.88915], [0.34517, -3.46624, -0.76924], [3.69077, 3.86087, 0.85861], [2.92033, 2.60831, 0.71039], [1.56450, 2.95752, 0.56643], [0.83749, 1.65388, 0.26074], [1.56842, 1.20976, -0.98744], [1.01053, -0.05426, -1.44474], [-0.40799, 0.16571, -1.95792], [-1.39204, 0.09199, -0.94555], [-2.61708, 0.27677, -1.48112], [3.81740, 4.30994, -0.12156], [4.71285, 3.50824, 1.15607], [3.25542, 4.51224, 1.58492], [1.54130, 3.61639, -0.35639], [1.21434, 3.55211, 1.37638], [-0.17184, 1.78795, -0.10764], [0.92357, 0.80582, 0.99022], [2.54409, 1.10739, -0.71733], [0.93785, -0.82963, -0.67915], [1.66509, -0.50525, -2.22809], [-0.73720, -0.67965, -2.68517], [-0.41835, 1.08778, -2.55130], [-2.77525, -0.37595, -2.29448], [-2.63822, 1.37248, -1.83956], [-3.35944, 0.22606, -0.70424], [-6.00809, 5.24923, 1.56841], [-4.91556, 5.41786, 2.52224], [-3.62832, 5.62998, 1.92937], [-2.65654, 4.94430, 2.89918], [-2.90047, 3.54213, 3.12073], [-2.41363, 2.61225, 1.97299], [-2.97082, 1.25309, 2.15920], [-4.35995, 1.32743, 1.71764], [-5.03220, 0.19786, 2.22103], [-6.91776, 4.95030, 2.12406], [-5.74370, 4.43851, 0.86451], [-6.09828, 6.20146, 0.98222], [-3.44663, 6.70434, 1.70005], [-3.67529, 5.07915, 0.98608], [-2.74725, 5.47651, 3.85208], [-1.66803, 5.10957, 2.48292], [-3.90041, 3.41687, 3.15679], [-1.29168, 2.58046, 1.98412], [-2.63194, 3.14398, 0.98347], [-3.05816, 1.00318, 3.26170], [-2.45568, 0.45623, 1.58825], [-6.13613, 0.35533, 2.15204], [-4.77508, 0.13832, 3.30825], [-4.81508, -0.71372, 1.76096], [2.14063, 6.14085, -3.33849], [1.28847, 5.61532, -2.33460], [0.71161, 4.44801, -2.86053], [-0.51544, 3.98137, -2.13175], [-1.61197, 4.81500, -2.38611], [-2.91676, 4.32955, -2.08440], [-4.06564, 5.19441, -2.68198], [-4.43272, 6.16705, -1.81025], [-5.62645, 6.80522, -2.21927], [2.61208, 7.00805, -2.91265], [1.66780, 6.47008, -4.25332], [2.79498, 5.41742, -3.66719], [1.44330, 3.67961, -2.92941], [0.42626, 4.59088, -3.98493], [-0.32843, 3.91432, -1.00361], [-0.67018, 2.93816, -2.46694], [-1.49950, 5.68633, -1.90274], [-3.09257, 4.04916, -1.02428], [-2.93456, 3.41384, -2.65738], [-4.87724, 4.51535, -2.96950], [-3.67232, 5.65254, -3.60694], [-5.87601, 7.56873, -1.53996], [-6.53922, 6.17245, -2.26541], [-5.58473, 7.27010, -3.19513]]}